{
  "formula": "C44H33Cl7CoGeNO5SSe",
  "method": "the ωB97M-V functional and the def2-TZVPD basis",
  "charge": -2,
  "homo_ev": -1.80,
  "lumo_ev": 3.8504,
  "relative_energy_kj_mol": 85.4,
  "gap_ev": 5.649,
  "elements": ["Co", "Cl", "C", "C", "Cl", "C", "Cl", "C", "O", "C", "O", "C", "Cl", "Se", "C", "C", "C", "N", "C", "C", "H", "H", "H", "H", "O", "S", "C", "C", "C", "C", "C", "C", "C", "C", "C", "C", "C", "C", "C", "C", "H", "H", "H", "H", "H", "H", "H", "H", "H", "H", "H", "H", "H", "H", "C", "Ge", "C", "C", "C", "C", "C", "C", "C", "C", "C", "C", "C", "C", "C", "C", "C", "C", "H", "H", "H", "H", "H", "H", "H", "H", "H", "H", "H", "H", "H", "H", "H", "Cl", "C", "Cl", "Cl", "C", "O", "O"],
  "positions_angstrom": [[-0.161, 0.762, 0.363], [5.244, 2.443, 3.845], [3.612, 2.060, 3.388], [2.593, 2.083, 4.319], [2.929, 2.487, 5.977], [1.275, 1.779, 3.932], [-0.018, 1.814, 5.087], [0.975, 1.455, 2.617], [-0.220, 1.137, 2.172], [2.030, 1.430, 1.669], [1.680, 1.060, 0.459], [3.322, 1.731, 2.054], [4.565, 1.649, 0.848], [-0.111, 3.834, -0.545], [-0.044, 5.575, 0.161], [1.156, 6.282, 0.333], [1.140, 7.582, 0.807], [0.037, 8.262, 1.139], [-1.106, 7.580, 0.995], [-1.200, 6.281, 0.530], [2.096, 5.802, 0.093], [2.079, 8.117, 0.929], [-2.010, 8.116, 1.271], [-2.165, 5.800, 0.444], [0.074, 0.524, -1.607], [0.563, 1.557, -2.607], [2.346, 1.797, -2.378], [3.222, 0.587, -2.475], [4.047, 0.399, -3.582], [4.867, -0.717, -3.679], [4.871, -1.662, -2.660], [4.056, -1.478, -1.550], [3.237, -0.361, -1.456], [0.556, 0.636, -4.168], [-0.728, -0.126, -4.337], [-0.709, -1.506, -4.481], [-1.897, -2.217, -4.602], [-3.112, -1.552, -4.562], [-3.137, -0.171, -4.409], [-1.953, 0.535, -4.304], [2.379, 2.256, -1.386], [2.600, 2.550, -3.130], [4.047, 1.139, -4.376], [5.504, -0.845, -4.546], [5.511, -2.532, -2.728], [4.055, -2.200, -0.742], [2.619, -0.197, -0.581], [1.429, -0.013, -4.223], [0.636, 1.434, -4.913], [0.239, -2.030, -4.472], [-1.869, -3.295, -4.694], [-4.040, -2.107, -4.614], [-4.082, 0.351, -4.332], [-1.979, 1.609, -4.147], [0.072, -2.469, -1.302], [-0.239, -1.611, 0.418], [1.073, -2.574, 1.566], [2.091, -1.983, 2.311], [3.003, -2.746, 3.038], [2.911, -4.129, 3.034], [1.897, -4.742, 2.307], [0.995, -3.971, 1.586], [-1.966, -2.403, 1.004], [-2.584, -3.250, 0.118], [-3.846, -3.832, 0.378], [-4.507, -3.539, 1.530], [-3.926, -2.667, 2.483], [-4.613, -2.345, 3.680], [-4.053, -1.509, 4.599], [-2.774, -0.956, 4.362], [-2.094, -1.245, 3.215], [-2.648, -2.104, 2.230], [0.100, -3.550, -1.150], [1.023, -2.145, -1.721], [-0.725, -2.197, -1.990], [2.188, -0.912, 2.334], [3.781, -2.249, 3.605], [3.618, -4.728, 3.596], [1.807, -5.822, 2.305], [0.199, -4.469, 1.041], [-2.114, -3.468, -0.831], [-4.296, -4.487, -0.359], [-5.491, -3.951, 1.729], [-5.598, -2.770, 3.844], [-4.590, -1.256, 5.506], [-2.333, -0.285, 5.085], [-1.132, -0.783, 3.039], [-4.432, 2.265, -1.259], [-4.295, 0.665, -0.472], [-4.758, 0.796, 1.231], [-5.400, -0.474, -1.279], [-2.799, 0.204, -0.634], [-2.537, -0.569, -1.532], [-2.057, 0.776, 0.215]]
}

{
  "formula": "C44H33CrN6O3S",
  "method": "the ωB97M-V functional and the def2-TZVPD basis",
  "charge": -1,
  "spin_multiplicity": 5,
  "homo_ev": [-1.76, -3.95],
  "lumo_ev": [2.4915, 2.3763],
  "relative_energy_kj_mol": 0.0,
  "gap_ev": [4.249, 6.326],
  "elements": ["Cr", "C", "C", "N", "C", "C", "C", "C", "C", "C", "C", "N", "C", "C", "C", "C", "C", "C", "C", "C", "N", "C", "H", "H", "H", "H", "H", "H", "H", "H", "H", "H", "H", "H", "O", "C", "C", "C", "C", "C", "C", "C", "O", "N", "N", "C", "C", "C", "C", "C", "C", "C", "O", "H", "H", "H", "H", "H", "H", "H", "H", "H", "H", "N", "S", "C", "C", "C", "C", "C", "C", "C", "C", "C", "C", "C", "C", "H", "H", "H", "H", "H", "H", "H", "H", "H", "H", "H"],
  "positions_angstrom": [[-1.224, -0.070, -1.125], [0.727, 3.194, 0.973], [0.429, 2.271, 0.007], [-0.444, 1.247, 0.221], [-1.070, 1.156, 1.453], [-0.801, 2.073, 2.500], [0.131, 3.112, 2.246], [-1.494, 1.918, 3.716], [-2.448, 0.928, 3.861], [-2.730, 0.042, 2.827], [-2.026, 0.130, 1.622], [-2.217, -0.641, 0.471], [-2.855, -1.823, 0.357], [-3.299, -2.698, 1.353], [-3.977, -3.880, 1.024], [-4.229, -4.261, -0.270], [-3.741, -3.451, -1.320], [-3.875, -3.770, -2.689], [-3.347, -2.948, -3.648], [-2.657, -1.796, -3.247], [-2.512, -1.476, -1.980], [-3.050, -2.263, -1.009], [1.418, 3.993, 0.735], [0.881, 2.322, -0.973], [0.336, 3.848, 3.014], [-1.291, 2.611, 4.525], [-3.000, 0.846, 4.790], [-3.525, -0.676, 2.944], [-3.086, -2.481, 2.386], [-4.316, -4.518, 1.832], [-4.772, -5.170, -0.497], [-4.392, -4.681, -2.968], [-3.436, -3.180, -4.700], [-2.208, -1.124, -3.969], [-4.321, 3.061, -1.810], [-3.645, 3.762, -2.736], [-4.232, 4.937, -3.212], [-3.590, 5.707, -4.160], [-2.347, 5.324, -4.657], [-1.766, 4.161, -4.193], [-2.398, 3.361, -3.239], [-1.754, 2.113, -2.763], [-2.345, 1.460, -1.807], [-0.647, 1.731, -3.336], [-0.196, 0.555, -2.738], [0.865, 0.034, -3.241], [1.480, -1.187, -2.789], [2.605, -1.643, -3.492], [3.251, -2.812, -3.159], [2.750, -3.566, -2.091], [1.657, -3.142, -1.374], [0.995, -1.926, -1.674], [-0.007, -1.569, -0.939], [-3.739, 2.313, -1.542], [-5.192, 5.227, -2.806], [-4.060, 6.617, -4.515], [-1.837, 5.934, -5.391], [-0.802, 3.835, -4.556], [1.316, 0.554, -4.086], [2.965, -1.044, -4.322], [4.118, -3.143, -3.714], [3.231, -4.501, -1.823], [1.273, -3.716, -0.540], [2.716, 0.085, 0.071], [2.305, 0.182, 1.572], [2.539, -1.412, 2.396], [3.088, -2.477, 1.709], [3.229, -3.703, 2.348], [2.807, -3.857, 3.659], [2.234, -2.785, 4.336], [2.094, -1.561, 3.704], [3.615, 1.011, 2.522], [3.262, 1.995, 3.430], [4.257, 2.685, 4.112], [5.592, 2.396, 3.876], [5.938, 1.410, 2.959], [4.950, 0.718, 2.281], [3.641, -0.319, -0.070], [3.366, -2.356, 0.669], [3.656, -4.540, 1.811], [2.904, -4.816, 4.150], [1.884, -2.910, 5.353], [1.631, -0.725, 4.215], [2.215, 2.230, 3.578], [3.986, 3.459, 4.820], [6.365, 2.943, 4.401], [6.981, 1.184, 2.773], [5.213, -0.054, 1.566]]
}

{
  "formula": "C44H34BaBr2FN9OS2",
  "method": "the ωB97M-V functional and the def2-TZVPD basis",
  "charge": -2,
  "homo_ev": -0.33,
  "lumo_ev": 2.9962,
  "gap_ev": 3.321,
  "elements": ["Ba", "S", "C", "C", "C", "C", "N", "C", "C", "C", "S", "C", "N", "H", "H", "Br", "C", "C", "C", "Br", "C", "C", "C", "C", "N", "C", "C", "O", "H", "H", "H", "H", "N", "C", "C", "C", "C", "C", "C", "C", "N", "C", "C", "N", "C", "H", "H", "H", "H", "H", "H", "H", "C", "C", "C", "C", "C", "N", "H", "H", "H", "H", "H", "H", "H", "H", "H", "N", "C", "C", "C", "N", "C", "C", "H", "H", "H", "H", "H", "H", "F", "C", "C", "C", "C", "C", "C", "C", "H", "H", "H", "H", "H", "H"],
  "positions_angstrom": [[1.287, 0.395, -0.587], [1.870, -0.967, -3.222], [2.128, -2.634, -2.753], [1.779, -3.637, -3.681], [1.973, -4.992, -3.455], [1.641, -5.952, -4.483], [1.389, -6.707, -5.316], [2.524, -5.400, -2.232], [2.858, -4.431, -1.294], [2.691, -3.053, -1.507], [3.210, -1.966, -0.235], [2.761, -6.792, -1.937], [2.963, -7.898, -1.682], [1.345, -3.324, -4.619], [3.281, -4.750, -0.352], [3.003, 4.607, 1.775], [1.218, 4.687, 1.113], [0.482, 5.859, 1.343], [-0.785, 5.973, 0.856], [-1.736, 7.596, 1.185], [-1.386, 4.918, 0.125], [-2.680, 4.960, -0.442], [-3.159, 3.882, -1.128], [-2.359, 2.729, -1.242], [-1.159, 2.648, -0.726], [-0.644, 3.723, -0.070], [0.727, 3.585, 0.401], [1.401, 2.511, 0.155], [0.927, 6.672, 1.903], [-3.280, 5.850, -0.324], [-4.145, 3.900, -1.575], [-2.725, 1.842, -1.758], [9.778, 2.729, 5.803], [8.797, 2.297, 5.401], [7.557, 1.747, 4.895], [6.956, 2.273, 3.757], [5.773, 1.745, 3.276], [5.162, 0.680, 3.930], [5.761, 0.152, 5.067], [6.949, 0.679, 5.541], [3.954, 0.156, 3.454], [3.316, -1.018, 3.861], [2.177, -1.081, 3.132], [2.076, 0.026, 2.303], [3.139, 0.738, 2.509], [7.425, 3.104, 3.244], [5.329, 2.164, 2.379], [5.294, -0.668, 5.595], [7.409, 0.267, 6.430], [3.743, -1.709, 4.569], [1.427, -1.858, 3.124], [3.350, 1.687, 2.022], [-4.455, -1.588, 1.869], [-3.259, -1.318, 2.796], [-2.820, -2.608, 3.501], [-3.617, -0.240, 3.828], [-2.126, -0.819, 1.985], [-1.243, -0.426, 1.358], [-5.289, -1.982, 2.462], [-4.204, -2.309, 1.089], [-4.778, -0.674, 1.366], [-3.645, -2.980, 4.114], [-1.954, -2.429, 4.146], [-2.557, -3.375, 2.768], [-4.458, -0.588, 4.435], [-3.906, 0.689, 3.330], [-2.770, -0.028, 4.488], [-1.977, 2.920, -7.001], [-1.314, 2.563, -5.824], [-0.569, 3.499, -5.105], [0.037, 3.102, -3.926], [-0.045, 1.867, -3.426], [-0.754, 0.970, -4.126], [-1.408, 1.274, -5.309], [-1.624, 3.741, -7.456], [-2.154, 2.164, -7.637], [-0.466, 4.519, -5.465], [0.614, 3.820, -3.342], [-0.796, -0.042, -3.721], [-1.974, 0.508, -5.828], [-7.168, -4.145, -0.987], [-5.914, -3.542, -1.175], [-5.841, -2.224, -1.593], [-4.609, -1.616, -1.787], [-3.350, -2.299, -1.554], [-2.109, -1.688, -1.694], [-3.512, -3.678, -1.130], [-4.757, -4.269, -0.957], [-6.766, -1.679, -1.774], [-4.572, -0.580, -2.122], [-2.025, -0.652, -2.032], [-1.187, -2.231, -1.492], [-2.612, -4.265, -0.957], [-4.839, -5.308, -0.645]]
}

{
  "formula": "C44H34N6O2S8Zr",
  "method": "the ωB97M-V functional and the def2-TZVPD basis",
  "charge": 2,
  "homo_ev": -11.60,
  "lumo_ev": -5.7845,
  "relative_energy_kj_mol": 0.0,
  "gap_ev": 5.815,
  "elements": ["Zr", "C", "O", "C", "C", "C", "C", "C", "C", "C", "N", "C", "C", "N", "C", "C", "C", "C", "N", "C", "C", "N", "C", "C", "C", "C", "H", "H", "H", "H", "H", "H", "H", "H", "H", "H", "H", "H", "H", "H", "S", "C", "C", "C", "C", "C", "N", "H", "H", "H", "H", "C", "S", "C", "C", "S", "S", "C", "S", "S", "H", "H", "H", "S", "C", "C", "N", "C", "H", "H", "H", "O", "S", "C", "C", "C", "C", "C", "C", "C", "C", "C", "C", "C", "C", "H", "H", "H", "H", "H", "H", "H", "H", "H", "H"],
  "positions_angstrom": [[0.225, -0.992, -2.049], [-4.113, 3.391, 10.651], [-3.393, 4.001, 9.620], [-3.263, 3.494, 8.404], [-2.626, 4.279, 7.453], [-2.319, 3.772, 6.222], [-2.797, 2.521, 5.821], [-3.511, 1.748, 6.754], [-3.703, 2.218, 8.032], [-2.442, 2.003, 4.495], [-1.662, 2.620, 3.618], [-1.497, 1.707, 2.567], [-2.176, 0.511, 2.824], [-2.808, 0.777, 4.029], [-2.191, -0.597, 1.892], [-2.801, -1.897, 2.043], [-2.627, -2.881, 1.097], [-1.838, -2.549, -0.013], [-1.187, -1.427, -0.090], [-1.358, -0.396, 0.808], [-0.567, 0.776, 0.571], [0.127, 0.838, -0.588], [0.872, 1.918, -0.814], [0.984, 3.001, 0.050], [0.144, 3.003, 1.140], [-0.624, 1.837, 1.460], [-3.936, 4.038, 11.556], [-3.832, 2.327, 10.862], [-5.195, 3.310, 10.468], [-2.166, 5.232, 7.736], [-1.798, 4.268, 5.423], [-3.865, 0.751, 6.573], [-4.225, 1.565, 8.683], [-3.272, 0.066, 4.560], [-3.411, -2.020, 2.927], [-3.108, -3.847, 1.221], [-1.579, -3.289, -0.698], [1.333, 1.913, -1.780], [1.582, 3.836, -0.294], [0.088, 3.807, 1.817], [1.117, -3.361, -2.348], [1.825, -3.031, -0.765], [2.426, -3.956, 0.070], [2.901, -3.457, 1.263], [2.720, -2.146, 1.664], [2.142, -1.246, 0.788], [1.691, -1.721, -0.437], [2.536, -5.007, -0.140], [3.386, -4.139, 1.975], [2.991, -1.797, 2.625], [1.971, -0.213, 1.003], [-4.918, -0.534, -3.743], [-4.660, -1.180, -2.074], [-3.962, -2.761, -2.349], [-2.785, -3.108, -2.944], [-1.642, -1.844, -3.500], [-2.476, -4.786, -3.043], [-3.886, -5.396, -2.232], [-4.173, -6.946, -1.803], [-4.986, -4.136, -1.827], [-5.390, 0.426, -3.609], [-5.636, -1.154, -4.306], [-3.948, -0.390, -4.259], [-1.956, 2.841, -3.987], [-0.793, 2.349, -5.152], [-0.149, 1.233, -4.664], [-0.521, 0.775, -3.432], [-1.595, 1.500, -3.050], [-0.602, 2.917, -6.025], [0.682, 0.766, -5.153], [-2.186, 1.355, -2.136], [1.878, -0.252, -2.979], [2.979, -1.027, -3.808], [3.616, 0.317, -4.814], [4.532, -0.092, -5.808], [4.974, 0.847, -6.742], [4.551, 2.178, -6.689], [3.720, 2.555, -5.655], [3.199, 1.651, -4.717], [4.256, -1.491, -2.682], [4.655, -2.796, -2.817], [5.717, -3.174, -1.976], [6.354, -2.288, -1.099], [5.917, -0.950, -1.021], [4.885, -0.584, -1.853], [4.791, -1.167, -5.890], [5.505, 0.490, -7.628], [4.705, 2.892, -7.487], [3.405, 3.601, -5.598], [2.443, 1.990, -4.076], [4.094, -3.542, -3.355], [6.048, -4.269, -1.981], [7.209, -2.629, -0.511], [6.443, -0.200, -0.393], [4.533, 0.454, -1.885]]
}